Molecular formula: C26H41FN4O3S
Method: DFT, ωB97M-V with the def2-TZVPD basis set

Output
Net charge ... 0
HOMO-LUMO gap (spin up / spin down) ... 0.2933 / 0.3208 hartree
Strongest force on any atom ... 3.058 eV/Å
HOMO energy (spin up / spin down) ... -8.49 / -9.24 eV
2S+1 ... 3

```
76
C26H41FN4O3S, DFT ωB97M-V with the def2-TZVPD basis set
O -0.517 -6.877 -8.037
C 0.096 -6.105 -7.383
F -0.187 -6.013 -6.053
C 1.180 -5.150 -7.925
C 1.205 -3.914 -6.998
C -0.007 -3.127 -6.882
C -0.079 -2.039 -6.056
C 1.095 -1.698 -5.314
N 1.249 -0.664 -4.452
S 2.785 -0.780 -3.955
N 3.378 -2.101 -4.712
C 2.308 -2.489 -5.436
C 2.349 -3.629 -6.311
H 2.136 -5.687 -7.915
H 0.899 -4.810 -8.931
H -0.897 -3.392 -7.457
H -1.017 -1.492 -5.978
H 3.238 -4.249 -6.428
C 2.873 -2.197 3.193
C 2.566 -1.065 2.177
C 1.266 -0.344 2.563
C -0.009 -1.101 2.203
C 0.020 -1.554 0.747
C 1.276 -2.363 0.410
N 2.523 -1.643 0.800
O 2.721 -0.678 -0.058
C 1.196 -3.733 1.114
C 1.271 -2.707 -1.080
C 3.716 -0.067 2.351
H 3.376 -3.039 2.715
H 3.546 -1.857 3.980
H 1.979 -2.567 3.696
H 1.226 0.630 2.069
H 1.265 -0.136 3.636
H -0.146 -1.957 2.871
H -0.872 -0.451 2.361
H -0.871 -2.149 0.531
H -0.041 -0.672 0.100
H 2.103 -4.315 0.939
H 0.357 -4.308 0.719
H 1.034 -3.670 2.186
H 1.215 -1.823 -1.713
H 0.406 -3.325 -1.325
H 2.167 -3.271 -1.353
H 4.672 -0.510 2.062
H 3.790 0.239 3.395
H 3.568 0.842 1.769
C -4.469 3.804 2.542
C -3.209 3.514 3.400
C -2.693 4.812 4.038
C -1.917 5.719 3.088
C -0.836 4.937 2.351
C -1.389 3.704 1.629
N -2.185 2.833 2.552
O -1.361 2.202 3.355
C -2.248 4.160 0.433
C -0.232 2.940 0.977
C -3.710 2.613 4.535
H -4.529 3.137 1.681
H -5.386 3.641 3.108
H -4.510 4.834 2.186
H -2.037 4.566 4.879
H -3.532 5.370 4.461
H -2.596 6.200 2.378
H -1.454 6.527 3.658
H -0.341 5.593 1.631
H -0.065 4.634 3.066
H -2.701 3.305 -0.071
H -1.626 4.679 -0.298
H -3.039 4.858 0.696
H 0.527 2.641 1.699
H 0.266 3.568 0.239
H -0.589 2.044 0.464
H -4.065 1.654 4.151
H -4.538 3.094 5.057
H -2.941 2.421 5.282
```


Molecular formula: C2H11NO3
Method: DFT, ωB97M-V with the def2-TZVPD basis set

Output
Net charge ... 0
HOMO-LUMO gap ... 0.1761 hartree
Strongest force on any atom ... 4.137 eV/Å
HOMO energy ... -9.19 eV

```
17
C2H11NO3, DFT ωB97M-V with the def2-TZVPD basis set
C -0.494 0.616 -1.171
N -0.998 1.197 0.027
C -0.989 0.229 1.065
O 1.153 2.179 0.272
H -0.264 1.381 -1.904
H -1.196 -0.117 -1.600
H 0.452 0.074 -0.973
H -0.105 1.900 0.247
H 0.027 -0.186 1.187
H -1.662 -0.615 0.820
H -1.232 0.692 2.019
H 0.928 -1.785 -0.062
H 2.455 -2.115 0.199
O 1.804 -1.404 0.247
H 1.441 3.033 0.622
H -0.741 -3.002 -0.597
O -0.578 -2.077 -0.400
```


Molecular formula: C3H5ClO
Method: DFT, ωB97M-V with the def2-TZVPD basis set

Output
Net charge ... 0
HOMO-LUMO gap ... 0.4260 hartree
Strongest force on any atom ... 2.193 eV/Å
HOMO energy ... -10.51 eV
Structure (SMILES) ... ClC[C@@H]1CO1

```
10
C3H5ClO, DFT ωB97M-V with the def2-TZVPD basis set
Cl 2.735 -0.250 -0.145
C 1.107 0.015 0.420
C -0.070 -0.461 -0.414
C -1.285 0.376 -0.288
O -1.215 -0.887 0.299
H 0.953 1.036 0.604
H 1.048 -0.530 1.341
H 0.045 -0.880 -1.371
H -1.202 1.179 0.497
H -2.116 0.401 -0.943
```


Molecular formula: H4OS2Si
Method: DFT, ωB97M-V with the def2-TZVPD basis set

Output
Net charge ... 0
HOMO-LUMO gap ... 0.2928 hartree
Strongest force on any atom ... 4.783 eV/Å
HOMO energy ... -7.97 eV
Structure (SMILES) ... SO[SiH2]S

```
8
H4OS2Si, DFT ωB97M-V with the def2-TZVPD basis set
S 0.175 -2.392 -0.437
O -0.759 -1.289 0.199
Si 0.129 0.686 0.618
S -1.582 1.980 0.547
H 0.153 -2.111 -1.688
H 0.881 0.849 -0.536
H 0.789 0.724 1.888
H -1.984 1.872 -0.832
```


Molecular formula: C25H17AsBrN2O2PdS2
Method: DFT, ωB97M-V with the def2-TZVPD basis set

Output
Net charge ... -1
HOMO-LUMO gap ... 0.2642 hartree
Strongest force on any atom ... 0.693 eV/Å
HOMO energy ... -4.94 eV

```
51
C25H17AsBrN2O2PdS2, DFT ωB97M-V with the def2-TZVPD basis set
Pd 0.123 -0.190 -0.389
S -0.484 -2.254 -1.085
C 0.901 -3.158 -1.707
C 0.774 -3.837 -2.921
C 1.812 -4.610 -3.412
C 3.007 -4.701 -2.711
C 3.152 -4.017 -1.512
C 2.109 -3.257 -0.996
As 2.162 -2.298 0.702
C 4.040 -2.676 1.165
C 4.260 -3.685 2.098
C 5.549 -4.043 2.473
C 6.638 -3.379 1.927
C 6.430 -2.362 1.005
C 5.141 -2.016 0.626
C 2.457 -0.515 -0.089
C 2.880 0.505 0.788
C 3.217 1.743 0.300
C 3.122 2.016 -1.073
C 2.693 1.043 -1.941
C 2.359 -0.235 -1.459
H -0.152 -3.741 -3.476
H 1.693 -5.134 -4.353
H 3.826 -5.296 -3.098
H 4.087 -4.084 -0.969
H 3.415 -4.198 2.546
H 5.700 -4.832 3.199
H 7.644 -3.648 2.224
H 7.275 -1.836 0.577
H 4.992 -1.224 -0.100
H 2.898 0.312 1.855
H 3.518 2.527 0.982
H 3.365 3.005 -1.438
H 2.599 1.247 -3.000
H 2.113 -1.021 -2.163
Br -0.823 -0.385 -4.580
C -1.681 0.781 -3.342
C -3.020 1.092 -3.524
C -3.584 1.971 -2.614
C -2.813 2.495 -1.588
C -1.494 2.083 -1.479
N -0.945 1.230 -2.358
C -0.608 2.608 -0.355
O -0.756 3.768 -0.003
O 0.293 1.806 0.080
H -3.586 0.664 -4.338
H -4.628 2.245 -2.711
H -3.198 3.201 -0.868
S -1.686 -0.286 1.093
C -0.586 -0.234 2.406
N 0.204 -0.216 3.251
```


Molecular formula: C7H15N
Method: DFT, ωB97M-V with the def2-TZVPD basis set

Output
Net charge ... 0
HOMO-LUMO gap ... 0.3123 hartree
Strongest force on any atom ... 6.429 eV/Å
HOMO energy ... -7.60 eV

```
23
C7H15N, DFT ωB97M-V with the def2-TZVPD basis set
C -0.388 0.232 -0.167
C -0.911 1.637 -0.389
C -0.927 -0.838 -1.089
C -1.720 -0.221 1.691
C 2.168 -0.354 -1.575
N 1.485 0.390 -0.548
C 0.167 -0.131 1.061
C 0.952 -0.628 1.980
H 1.861 1.326 -0.429
H -0.694 1.929 -1.416
H -1.990 1.682 -0.238
H -0.551 -1.824 -0.827
H -0.625 -0.608 -2.110
H -2.017 -0.854 -1.061
H -2.595 -0.147 1.051
H -1.711 0.596 2.408
H -1.729 -1.201 2.161
H -0.441 2.342 0.294
H 3.249 -0.427 -1.386
H 2.037 0.056 -2.591
H 1.797 -1.384 -1.592
H 2.018 -0.671 1.818
H 0.565 -0.903 2.953
```


Molecular formula: C2H5F2N
Method: DFT, ωB97M-V with the def2-TZVPD basis set

Output
Net charge ... 0
HOMO-LUMO gap ... 0.4122 hartree
Strongest force on any atom ... 4.587 eV/Å
HOMO energy ... -10.29 eV
Structure (SMILES) ... CC(N)(F)F

```
10
C2H5F2N, DFT ωB97M-V with the def2-TZVPD basis set
C -0.879 -0.898 0.073
C 0.649 -0.028 -0.216
N 0.414 1.321 0.194
F 1.659 -0.564 0.664
F 1.152 -0.270 -1.417
H -1.221 -0.539 1.042
H -1.524 -0.863 -0.847
H -0.554 -1.979 0.188
H 0.820 2.159 -0.228
H -0.516 1.659 0.547
```


Molecular formula: C20H50F3N4O6Sr
Method: DFT, ωB97M-V with the def2-TZVPD basis set

Output
Net charge ... +1
HOMO-LUMO gap ... 0.3050 hartree
Strongest force on any atom ... 2.032 eV/Å
HOMO energy ... -10.66 eV

```
84
C20H50F3N4O6Sr, DFT ωB97M-V with the def2-TZVPD basis set
Sr -0.397 0.000 0.721
C 3.198 0.477 0.926
O 3.091 1.817 0.429
O 2.029 -0.017 1.222
C 3.995 -0.360 -0.097
F 3.862 -1.672 0.097
F 3.630 -0.128 -1.381
F 5.305 -0.072 -0.046
C 4.188 2.703 0.702
C 4.433 3.603 -0.467
H 5.142 4.365 -0.112
H 4.897 3.116 -1.322
H 3.560 4.162 -0.807
H 5.103 2.161 0.947
H 3.889 3.262 1.596
H 3.882 0.505 1.808
C -0.292 4.794 0.508
C -0.635 3.324 0.199
C 0.094 2.925 -1.064
O 0.314 1.526 -1.245
C 1.147 1.356 -2.390
N -0.116 2.479 1.309
H -0.990 5.185 1.250
H -0.440 5.409 -0.392
H 0.738 4.959 0.816
H -1.720 3.305 0.098
H 1.073 3.422 -1.032
H -0.416 3.337 -1.946
H 0.640 1.711 -3.293
H 1.366 0.301 -2.453
H 2.086 1.896 -2.276
H 0.906 2.499 1.352
H -0.488 2.914 2.148
C 0.293 -4.227 -0.471
C 1.174 -3.252 -1.245
C 1.024 -3.430 -2.732
O 1.711 -2.392 -3.380
C 1.715 -2.511 -4.794
N 0.817 -1.827 -0.856
H -0.760 -4.046 -0.703
H 0.427 -4.034 0.594
H 0.447 -5.286 -0.684
H 2.188 -3.464 -0.896
H -0.049 -3.365 -2.978
H 1.399 -4.415 -3.030
H 2.221 -3.434 -5.088
H 2.311 -1.681 -5.177
H 0.715 -2.413 -5.227
H 1.615 -1.482 -0.303
H 1.113 -1.402 -1.743
C -0.518 -2.130 4.933
C -0.549 -1.717 3.481
C -1.668 -2.394 2.713
O -1.636 -2.142 1.304
C -2.632 -2.904 0.686
N -0.683 -0.259 3.329
H -0.448 -3.218 5.040
H -1.406 -1.820 5.489
H 0.361 -1.734 5.441
H 0.395 -2.047 3.032
H -2.680 -2.195 3.101
H -1.571 -3.478 2.862
H -3.640 -2.631 1.033
H -2.540 -3.968 0.941
H -2.563 -2.780 -0.387
H -1.602 -0.027 3.692
H 0.008 0.249 3.870
C -4.861 1.967 0.423
C -3.836 0.853 0.444
C -3.305 0.645 -0.971
O -2.297 -0.342 -1.135
C -2.068 -0.707 -2.504
N -2.757 1.149 1.453
H -5.522 1.965 1.292
H -5.555 1.894 -0.421
H -4.376 2.943 0.347
H -4.290 -0.085 0.769
H -3.076 1.579 -1.495
H -4.227 0.200 -1.387
H -1.563 -1.668 -2.454
H -1.371 -0.010 -2.978
H -3.016 -0.740 -3.041
H -3.133 0.804 2.340
H -2.812 2.146 1.666
```


Molecular formula: C5H9NaO4Rb
Method: DFT, ωB97M-V with the def2-TZVPD basis set

Output
Net charge ... 0
HOMO-LUMO gap (spin up / spin down) ... 0.1109 / 0.1329 hartree
Strongest force on any atom ... 2.642 eV/Å
HOMO energy (spin up / spin down) ... -4.85 / -5.64 eV
2S+1 ... 2

```
20
C5H9NaO4Rb, DFT ωB97M-V with the def2-TZVPD basis set
C -2.427 -0.996 -2.108
C -1.456 -2.176 -2.253
O -0.141 -1.803 -2.388
Na 0.428 0.267 -2.369
H -3.467 -1.333 -1.963
H -2.154 -0.371 -1.241
H -2.404 -0.361 -3.009
H -1.821 -2.791 -3.113
H -1.608 -2.831 -1.359
O 2.036 0.608 1.022
C 0.825 0.915 0.343
C 1.678 0.250 2.349
O 0.905 1.690 -0.692
O -0.047 1.432 1.365
C 0.520 1.202 2.656
Rb 4.616 3.805 0.964
H 2.533 0.377 3.022
H 1.355 -0.803 2.384
H 0.865 2.159 3.073
H -0.235 0.759 3.318
```


Molecular formula: C15H19N3O3S
Method: DFT, ωB97M-V with the def2-TZVPD basis set

Output
Net charge ... 0
HOMO-LUMO gap ... 0.3075 hartree
Strongest force on any atom ... 4.492 eV/Å
HOMO energy ... -8.12 eV
Structure (SMILES) ... CC(=O)N[C@H]1CN2/C(=N/c3ccccc3)SC[C@@H]2[C@@H](O)[C@H]1O

```
41
C15H19N3O3S, DFT ωB97M-V with the def2-TZVPD basis set
C 2.274 -3.334 3.310
C 2.163 -2.560 2.026
O 1.809 -3.143 1.029
N 2.011 -1.202 2.179
C 1.671 -0.300 1.143
C 0.340 0.210 1.432
N -0.204 1.243 0.480
C -1.122 0.878 -0.495
N -1.712 -0.201 -0.390
C -2.672 -0.528 -1.332
C -3.777 0.371 -1.628
C -4.766 -0.027 -2.597
C -4.742 -1.265 -3.211
C -3.702 -2.112 -2.884
C -2.679 -1.778 -1.955
S -1.192 1.978 -1.866
C 0.050 3.037 -1.055
C 0.777 2.287 0.047
C 2.208 1.741 -0.329
O 3.294 2.687 -0.528
C 2.707 0.822 0.857
O 3.089 1.467 2.011
H 1.836 -4.287 3.330
H 3.286 -3.207 3.657
H 1.569 -2.888 3.958
H 2.471 -0.718 2.951
H 1.559 -0.722 0.131
H 0.330 0.604 2.491
H -0.316 -0.649 1.400
H -3.708 1.242 -1.086
H -5.697 0.524 -2.724
H -5.661 -1.637 -3.669
H -3.570 -3.206 -3.265
H -1.835 -2.438 -1.825
H -0.489 3.772 -0.437
H 0.580 3.523 -1.855
H 1.003 2.980 0.957
H 1.952 1.147 -1.173
H 3.344 3.238 -1.346
H 3.688 0.363 0.427
H 3.833 2.088 1.834
```


Molecular formula: C4H6CrO
Method: DFT, ωB97M-V with the def2-TZVPD basis set

Output
Net charge ... +2
HOMO-LUMO gap (spin up / spin down) ... 0.1418 / 0.1974 hartree
Strongest force on any atom ... 3.677 eV/Å
HOMO energy (spin up / spin down) ... -17.05 / -17.09 eV
2S+1 ... 5

```
12
C4H6CrO, DFT ωB97M-V with the def2-TZVPD basis set
C -1.143 0.217 1.446
C -0.228 -0.719 1.161
C 0.687 -0.697 -0.030
C 0.269 0.222 -1.116
O 1.058 0.921 -1.739
Cr 1.041 2.198 -3.187
H -1.112 1.218 1.007
H -1.823 0.079 2.289
H -0.219 -1.649 1.734
H 1.735 -0.516 0.244
H 0.581 -1.663 -0.599
H -0.846 0.389 -1.209
```


Molecular formula: C16H54N25O16P
Method: DFT, ωB97M-V with the def2-TZVPD basis set

Output
Net charge ... 0
HOMO-LUMO gap ... 0.3091 hartree
Strongest force on any atom ... 5.573 eV/Å
HOMO energy ... -9.10 eV
Structure (SMILES) ... N=P(O)(O)[C@]1(CON=O)CCC(=O)N1.NC(N)=O.NC(N)=O.NC(N)=O.NC(N)=O.NC(N)=O.NC(N)=O.NC(N)=O.NC(N)=O.NC(N)=O.NC(N)=O.NC(N)=O

```
112
C16H54N25O16P, DFT ωB97M-V with the def2-TZVPD basis set
N 4.856 -1.942 0.459
P 5.256 -0.478 0.801
O 6.479 -0.448 1.875
O 5.806 0.202 -0.563
C 3.834 0.613 1.395
C 2.920 -0.332 2.210
O 2.111 -1.236 1.474
N 1.048 -0.572 0.877
O 0.811 -0.985 -0.185
C 3.246 1.614 0.391
C 4.346 2.723 0.413
C 5.169 2.437 1.681
O 6.219 2.811 1.953
N 4.359 1.548 2.409
H 5.429 -2.570 1.015
H 6.079 -0.474 2.756
H 5.476 -0.358 -1.281
H 3.574 -0.953 2.824
H 2.330 0.260 2.917
H 2.412 2.152 0.878
H 2.924 1.254 -0.580
H 5.071 2.700 -0.406
H 3.967 3.742 0.380
H 4.731 1.171 3.272
N -0.899 1.234 2.006
C -0.455 2.503 1.848
N -1.430 3.455 1.923
O 0.728 2.780 1.638
H -1.866 0.997 2.165
H -0.218 0.500 1.954
H -1.158 4.415 1.805
H -2.398 3.241 2.084
N 2.009 6.396 5.075
C 1.020 6.021 4.212
N 1.174 4.798 3.639
O 0.058 6.735 3.967
H 2.805 5.826 5.289
H 1.920 7.294 5.512
H 0.469 4.498 2.999
H 1.950 4.189 3.817
N -1.210 2.529 -1.380
C -1.790 1.784 -2.369
N -2.361 0.641 -1.905
O -1.785 2.112 -3.542
H -1.226 2.256 -0.417
H -0.749 3.380 -1.643
H -2.805 0.033 -2.573
H -2.357 0.380 -0.935
N 7.727 3.366 -3.239
C 7.120 2.670 -4.249
N 6.569 1.478 -3.879
O 7.081 3.087 -5.392
H 7.777 3.045 -2.289
H 8.141 4.249 -3.477
H 6.117 0.940 -4.595
H 6.596 1.123 -2.941
N -4.471 -1.890 0.562
C -4.766 -0.642 1.016
N -6.087 -0.410 1.249
O -3.909 0.214 1.200
H -5.160 -2.607 0.404
H -3.506 -2.096 0.377
H -6.342 0.502 1.583
H -6.805 -1.094 1.103
N -5.393 -5.731 1.972
C -5.568 -5.737 0.620
N -5.551 -6.958 0.038
O -5.730 -4.701 -0.021
H -5.259 -6.561 2.517
H -5.400 -4.840 2.434
H -5.676 -7.000 -0.956
H -5.423 -7.818 0.540
N 12.671 3.875 -5.278
C 11.702 3.322 -4.486
N 10.426 3.468 -4.947
O 11.961 2.744 -3.445
H 12.481 4.354 -6.137
H 13.621 3.786 -4.968
H 9.688 3.073 -4.392
H 10.191 3.939 -5.800
N -2.957 6.225 4.899
C -4.037 6.275 5.728
N -4.396 7.532 6.133
O -4.640 5.277 6.085
H -2.442 7.031 4.593
H -2.665 5.319 4.585
H -5.187 7.607 6.744
H -3.915 8.365 5.852
N -6.343 -11.797 -1.258
C -6.641 -10.546 -0.809
N -7.964 -10.310 -0.582
O -5.783 -9.696 -0.624
H -7.029 -12.510 -1.417
H -5.376 -12.003 -1.435
H -8.217 -9.397 -0.252
H -8.684 -10.992 -0.727
N -0.783 -2.602 -1.836
C -2.006 -2.852 -2.389
N -2.140 -4.082 -2.973
O -2.917 -2.042 -2.363
H -0.023 -3.255 -1.841
H -0.654 -1.707 -1.405
H -3.028 -4.297 -3.388
H -1.407 -4.764 -3.006
N -6.713 -4.000 -2.982
C -6.997 -2.826 -3.617
N -6.402 -1.722 -3.072
O -7.723 -2.764 -4.594
H -6.121 -4.071 -2.172
H -7.131 -4.832 -3.355
H -6.584 -0.839 -3.512
H -5.798 -1.753 -2.271
```


Which molar mass belongs to each record? In order, 508.704; 97.114; 92.525; 112.251; 702.803; 113.204; 81.065; 587.256; 241.581; 321.402; 122.087; 883.741 g mol⁻¹.